DFT (ωB97M-V with the def2-TZVPD basis set) results for a 3-piece molecular cluster, C13H33N4O2S2 overall.

Properties
Total charge: +1
Multiplicity: 1
Kohn-Sham gap, eV: 6.4
HOMO level, eV: -11.1
E, a.u.: -1680.55397

Geometry (Å):
C -0.16 -0.82 2.92
C 0.13 -1.02 1.38
C 0.46 0.33 0.61
C -0.22 0.27 -0.81
C -1.07 1.52 -1.25
N -1.39 2.50 -0.18
C -2.31 2.01 0.76
N -2.11 2.38 2.01
N -3.41 1.10 0.49
N -3.08 -0.14 1.16
C -3.89 -1.08 0.72
C -5.45 -0.97 0.71
C -3.27 -2.39 0.14
H -0.39 0.24 3.20
H 0.67 -1.25 3.54
H -1.06 -1.45 3.18
H -0.75 -1.55 0.96
H 1.00 -1.73 1.28
H 1.57 0.35 0.46
H 0.21 1.21 1.25
H -0.85 -0.64 -0.96
H 0.61 0.17 -1.56
H -2.02 1.16 -1.75
H -0.52 2.06 -2.06
H -1.86 3.29 -0.64
H -2.85 2.58 2.68
H -1.14 2.54 2.29
H -4.20 1.49 1.04
H -5.89 -1.74 1.38
H -5.77 0.03 1.09
H -5.87 -1.08 -0.33
H -3.05 -3.09 0.97
H -2.30 -2.18 -0.37
H -4.00 -2.90 -0.53
C 2.55 3.15 -0.50
S 3.29 3.71 -2.04
O 3.57 2.49 -2.86
C 4.86 4.24 -1.31
H 1.56 2.74 -0.72
H 3.17 2.38 -0.04
H 2.43 3.99 0.19
H 5.33 3.40 -0.80
H 4.67 5.05 -0.61
H 5.50 4.59 -2.11
C 3.27 -2.50 -1.64
S 1.96 -3.30 -0.70
O 2.39 -3.34 0.73
C 2.23 -4.95 -1.39
H 3.31 -1.45 -1.34
H 4.23 -2.97 -1.42
H 3.05 -2.56 -2.70
H 3.26 -5.27 -1.19
H 2.04 -4.93 -2.46
H 1.54 -5.64 -0.91